Record 1
ORCA calculation (ωB97M-V with the def2-TZVPD basis set) on the molecule C26H20N2O6 in a non-equilibrium geometry.

Values from the calculation:
ΔE to the lowest compared entry with this formula, charge and spin = 0.00 kJ/mol
Molar mass = 456.45 g mol⁻¹
E_tot = -1563.680977 a.u.
Largest force on an atom = 1.4 eV/Å
HOMO level = -0.3164 hartree
Kohn-Sham gap = 8.058 eV
Structure (SMILES) = C=CCOc1cccc([C@@H]2C(C(=O)c3cc4ccccc4o3)=C(O)C(=O)N2c2cc(C)on2)c1

Each line ends with the Löwdin charge.
CARTESIAN COORDINATES (ANGSTROEM)
C (0.54160, 2.62929, 2.12504)  0.01
C (-0.59052, 2.92735, 1.51505)  -0.16
C (-0.68207, 3.73766, 0.25298)  -0.20
O (-1.71026, 3.31677, -0.62255)  -0.04
C (-1.57525, 2.12833, -1.27148)  -0.25
C (-2.58682, 1.79660, -2.17516)  0.00
C (-2.52995, 0.60912, -2.87319)  -0.06
C (-1.47476, -0.27269, -2.68994)  -0.03
C (-0.47326, 0.05205, -1.79531)  -0.17
C (0.67122, -0.89820, -1.50536)  -0.15
C (0.55045, -1.38346, -0.08343)  -0.01
C (-0.56440, -2.26212, 0.31271)  -0.27
O (-1.01625, -3.09998, -0.44153)  0.14
C (-1.09766, -2.01270, 1.65471)  -0.15
C (-1.05394, -0.86777, 2.40540)  0.09
C (-1.83010, -1.12434, 3.56575)  -0.14
C (-2.18003, -0.39438, 4.70367)  -0.02
C (-2.97177, -1.00600, 5.64734)  -0.09
C (-3.42044, -2.32109, 5.48269)  -0.08
C (-3.09196, -3.06479, 4.36886)  0.01
C (-2.29570, -2.45034, 3.41206)  -0.20
O (-1.85754, -2.96970, 2.25190)  0.13
C (1.58750, -0.90205, 0.62923)  -0.18
O (1.91900, -1.03748, 1.91623)  0.12
C (2.49185, -0.13235, -0.26490)  -0.35
O (3.50949, 0.42659, 0.09813)  0.10
N (1.94512, -0.20181, -1.50772)  0.08
C (2.42907, 0.39715, -2.64585)  -0.26
C (3.59195, 1.20119, -2.78060)  0.07
C (3.59830, 1.52475, -4.10624)  -0.31
C (4.52586, 2.33733, -4.92829)  0.00
O (2.53410, 0.96381, -4.70548)  0.02
N (1.81239, 0.26481, -3.79738)  0.14
C (-0.52116, 1.24617, -1.08708)  0.05
H (0.56512, 2.07772, 3.04963)  0.06
H (1.49753, 2.93709, 1.73140)  0.07
H (-1.54566, 2.61043, 1.91275)  0.11
H (0.28555, 3.76541, -0.26602)  0.13
H (-0.96344, 4.76564, 0.51175)  0.13
H (-3.40350, 2.48814, -2.30826)  0.12
H (-3.31638, 0.36360, -3.57029)  0.11
H (-1.43556, -1.20306, -3.23224)  0.12
H (0.67309, -1.71409, -2.23271)  0.17
H (-0.55361, 0.04312, 2.15176)  0.10
H (-1.83367, 0.61969, 4.83181)  0.11
H (-3.25742, -0.46573, 6.53750)  0.10
H (-4.04072, -2.76158, 6.24847)  0.10
H (-3.43565, -4.07749, 4.23474)  0.12
H (2.78026, -0.59692, 2.03626)  0.13
H (4.28242, 1.46898, -2.01122)  0.11
H (5.32437, 2.72776, -4.30541)  0.09
H (4.95143, 1.72757, -5.72353)  0.09
H (3.98870, 3.16317, -5.39170)  0.09
H (0.26820, 1.47021, -0.38668)  0.11

Record 2
ORCA calculation (ωB97M-V with the def2-TZVPD basis set) on a cluster of 3 separate species, C5H8O in total.

Values from the calculation:
ΔE to the lowest compared entry with this formula, charge and spin = 569.80 kJ/mol
Molar mass = 84.12 g mol⁻¹
E_tot = -270.340867 a.u.
Largest force on an atom = 0.4 eV/Å
HOMO level (alpha / beta) = -0.3148 / -0.3149 hartree
Kohn-Sham gap (alpha / beta) = 8.109 / 8.109 eV

Each line ends with the Löwdin charge.
CARTESIAN COORDINATES (ANGSTROEM)
O (-0.93239, -1.88625, -0.58336)  -0.03
C (-1.09157, -1.39664, 0.52930)  -0.33
C (-0.69914, -0.06840, 0.97562)  -0.12
C (-0.02127, 0.93888, 0.24559)  -0.24
C (1.21037, 0.67029, -0.49314)  -0.15
C (0.20185, 0.60519, -1.46938)  0.02
H (-1.60129, -1.98818, 1.31723)  0.11
H (-1.24757, 0.27671, 1.85114)  0.10
H (1.04934, -0.93497, 1.06228)  0.13
H (-0.13890, 1.96089, 0.60028)  0.13
H (1.99946, 1.41602, -0.58099)  0.11
H (1.51676, -0.62559, 0.40697)  0.10
H (0.18326, 1.30998, -2.30245)  0.10
H (-0.42891, -0.27793, -1.55909)  0.08

Record 3
ORCA calculation (ωB97M-V with the def2-TZVPD basis set) on a cluster of 4 separate species, C4H16NO3 in total in a non-equilibrium geometry.

Values from the calculation:
ΔE to the lowest compared entry with this formula, charge and spin = 106.32 kJ/mol
Molar mass = 126.18 g mol⁻¹
E_tot = -442.224108 a.u.
Largest force on an atom = 2.1 eV/Å
HOMO level = -0.4908 hartree
Total charge = +1
Kohn-Sham gap = 10.512 eV

Each line ends with the Löwdin charge.
CARTESIAN COORDINATES (ANGSTROEM)
C (0.31640, 0.87142, 0.77976)  -0.12
C (-0.62702, 1.09477, 1.99863)  -0.17
C (-1.11716, -0.21207, 2.56532)  -0.19
C (-0.31926, -1.14134, 3.08933)  0.03
N (-0.28532, 0.06562, -0.35652)  0.17
H (0.76453, 1.73314, 0.29917)  0.13
H (1.06637, 0.22706, 1.23520)  0.11
H (0.00406, 1.62872, 2.71264)  0.13
H (-1.45857, 1.71734, 1.69764)  0.11
H (-2.19183, -0.33204, 2.63368)  0.10
H (-0.84797, -2.07877, 3.24535)  0.07
H (0.75596, -1.23847, 3.08763)  0.07
H (-1.18569, -0.41173, -0.22625)  0.11
H (-0.36410, 0.65515, -1.18456)  0.14
H (0.40878, -0.58057, -0.73509)  0.13
H (0.87751, -1.07589, -3.47798)  0.07
H (1.72417, 0.06461, -2.99650)  0.04
O (0.98033, -0.51203, -2.70200)  -0.07
H (3.10234, 1.91218, -2.33900)  0.06
H (3.82921, 0.86795, -1.45113)  0.05
O (3.36604, 0.98792, -2.28276)  -0.04
H (-2.87151, -1.73704, -1.73483)  0.08
H (-3.64361, -0.92155, -0.71724)  0.05
O (-2.76359, -1.06167, -1.04600)  -0.03

Record 4
ORCA calculation (ωB97M-V with the def2-TZVPD basis set) on a cluster of 2 separate species, C2H5OPS2 in total in a non-equilibrium geometry.

Values from the calculation:
ΔE to the lowest compared entry with this formula, charge and spin = 274.49 kJ/mol
Molar mass = 140.17 g mol⁻¹
E_tot = -1292.083816 a.u.
Largest force on an atom = 2.5 eV/Å
HOMO level (alpha / beta) = -0.3585 / -0.3061 hartree
Kohn-Sham gap (alpha / beta) = 7.794 / 5.742 eV

Each line ends with the Löwdin charge.
CARTESIAN COORDINATES (ANGSTROEM)
C (1.58057, 0.43318, 0.46977)  -0.03
C (0.56816, -0.18320, 1.10746)  -0.31
O (-0.35540, -0.67689, -1.29821)  -0.38
P (-0.80594, -1.09154, 0.21619)  0.32
S (-1.26309, -2.97124, 0.36844)  0.26
S (-2.79907, 1.35439, -0.64950)  0.29
H (2.49192, 0.50637, 1.18474)  0.10
H (1.66799, 0.55459, -0.65200)  0.08
H (0.65897, -0.32939, 2.12469)  0.02
H (-0.61137, 0.25271, -1.39112)  -0.03
H (-2.24998, 1.40241, 0.59250)  -0.32

Record 5
ORCA calculation (ωB97M-V with the def2-TZVPD basis set) on a structure of composition C21H43N2OP3Rh in a non-equilibrium geometry.

Values from the calculation:
Multiplicity = 5
ΔE to the lowest compared entry with this formula, charge and spin = 102.42 kJ/mol
Molar mass = 535.42 g mol⁻¹
E_tot = -2144.255655 a.u.
Largest force on an atom = 3.8 eV/Å
HOMO level (alpha / beta) = -0.5736 / -0.5734 hartree
Total charge = +3
Kohn-Sham gap (alpha / beta) = 6.303 / 2.739 eV

Each line ends with the Löwdin charge.
CARTESIAN COORDINATES (ANGSTROEM)
Rh (0.11494, -0.11772, -0.02553)  0.60
P (0.36204, -0.15853, 2.22451)  0.70
P (-1.79777, -1.55357, -0.03383)  0.81
P (1.04728, 2.12621, -0.21003)  0.83
H (-5.86222, 2.78311, -6.74722)  0.07
C (-4.93992, 3.23155, -7.14444)  -0.10
C (-4.15104, 2.56567, -7.99976)  -0.08
H (-4.41108, 1.55641, -8.34611)  0.06
C (-0.81011, 0.94166, 3.11685)  -0.21
C (0.10435, -1.73599, 3.12902)  -0.24
C (2.00658, 0.31322, 2.87663)  -0.21
C (-2.37228, -1.93604, -1.72821)  -0.21
C (-1.64317, -3.27886, 0.60913)  -0.20
C (-3.29759, -0.96274, 0.85133)  -0.22
C (1.13247, 2.79247, -1.91960)  -0.21
C (2.78242, 2.41804, 0.34434)  -0.21
C (0.07789, 3.41407, 0.66684)  -0.22
H (-4.73299, 4.27791, -6.87435)  0.06
H (-3.27844, 3.04599, -8.46281)  0.06
H (-0.67508, 0.81075, 4.19874)  0.08
H (-1.84486, 0.68857, 2.85972)  0.04
H (-0.63509, 1.99186, 2.86554)  0.03
H (0.30426, -1.57421, 4.19915)  0.08
H (0.79438, -2.51105, 2.77794)  0.03
H (-0.92537, -2.09582, 3.03301)  0.04
H (1.91265, 1.10860, 3.62894)  0.08
H (2.66824, 0.65949, 2.07933)  0.00
H (2.47491, -0.55787, 3.35401)  0.07
H (-2.96665, -2.86003, -1.74731)  0.09
H (-1.48964, -2.04525, -2.37069)  0.06
H (-2.97562, -1.10147, -2.10384)  0.06
H (-2.61654, -3.62548, 0.98913)  0.09
H (-0.91168, -3.36071, 1.42165)  0.02
H (-1.34020, -3.95293, -0.20300)  0.06
H (-4.12672, -1.65461, 0.64862)  0.08
H (-3.56392, 0.03589, 0.48355)  0.05
H (-3.11940, -0.91131, 1.93357)  0.05
H (1.88777, 3.58887, -1.96826)  0.08
H (0.15481, 3.20128, -2.20448)  0.06
H (1.40038, 1.99171, -2.62047)  0.04
H (3.20655, 3.24094, -0.24680)  0.08
H (3.39906, 1.52466, 0.18458)  0.04
H (2.80391, 2.69848, 1.40450)  0.06
H (0.33069, 4.39420, 0.23897)  0.08
H (0.30794, 3.42280, 1.73909)  0.05
H (-0.99246, 3.22173, 0.51700)  0.05
C (-1.29407, 0.92016, -3.08245)  -0.42
C (-2.35625, 1.61109, -2.39245)  -0.02
C (-3.24507, 2.42218, -3.07414)  -0.02
C (-3.09836, 2.60394, -4.45052)  0.01
C (-2.07818, 1.95569, -5.15574)  -0.01
C (-1.19425, 1.12590, -4.50082)  0.05
O (-0.45905, 0.13741, -2.50289)  -0.12
H (-1.36644, 0.51063, -0.06975)  0.00
H (-2.43678, 1.47381, -1.31466)  0.07
H (-4.05451, 2.91419, -2.52788)  0.13
H (-3.80478, 3.23002, -4.99303)  0.09
H (-1.97661, 2.09025, -6.23343)  0.12
H (-0.39083, 0.59853, -5.00920)  0.14
C (1.70779, -3.52883, 0.16379)  0.03
C (2.31802, -2.38937, -0.55334)  -0.32
N (1.89349, -1.13483, -0.76388)  -0.04
C (2.80976, -0.50827, -1.59582)  -0.12
C (3.83320, -1.38361, -1.84751)  -0.01
N (3.50883, -2.55326, -1.19067)  0.15
H (2.40356, -4.37105, 0.18410)  0.11
H (1.46893, -3.26719, 1.20040)  0.06
H (0.80135, -3.85525, -0.35412)  0.08
H (2.69339, 0.50909, -1.94100)  0.08
H (4.72645, -1.23707, -2.42870)  0.14
H (4.04550, -3.41758, -1.19252)  0.19

Record 6
ORCA calculation (ωB97M-V with the def2-TZVPD basis set) on a cluster of 2 separate species, C20H32FN2O6 in total in a non-equilibrium geometry.

Values from the calculation:
ΔE to the lowest compared entry with this formula, charge and spin = 56.73 kJ/mol
Molar mass = 415.48 g mol⁻¹
E_tot = -1441.819464 a.u.
Largest force on an atom = 2.4 eV/Å
HOMO level = -0.4165 hartree
Total charge = +1
Kohn-Sham gap = 7.439 eV

Each line ends with the Löwdin charge.
CARTESIAN COORDINATES (ANGSTROEM)
C (-2.37402, 2.39883, -1.13576)  -0.08
C (-1.55541, 2.34518, 0.14494)  -0.20
C (-0.58477, 1.15898, 0.31179)  -0.29
C (-1.41536, -0.10839, 0.50145)  -0.03
C (0.46665, 0.99119, -0.82548)  -0.30
C (0.02288, 0.13500, -1.99655)  -0.08
C (0.24095, -1.38034, -1.84717)  -0.19
F (-0.92839, -2.06804, -2.05987)  -0.02
C (0.88537, 2.40520, -1.31464)  -0.05
C (1.70342, 2.88731, -0.18896)  0.04
N (2.21220, 1.92112, 0.45202)  0.06
C (3.08510, 2.12666, 1.66370)  -0.18
N (3.68407, 0.96536, 2.19153)  0.07
C (1.78299, 0.61320, -0.10369)  -0.24
O (2.75786, -0.18220, -0.66459)  -0.02
C (3.35791, 0.21926, -1.89745)  -0.12
C (4.42778, 1.31267, -1.79889)  -0.40
C (5.47210, 0.99194, -2.86912)  -0.03
O (5.04314, 1.28759, -0.51783)  -0.02
H (-3.12289, 1.62241, -1.17273)  0.08
H (-1.79334, 2.31667, -2.04595)  0.06
H (-2.89801, 3.34444, -1.18288)  0.08
H (-2.27090, 2.24697, 0.95224)  0.12
H (-1.06652, 3.29698, 0.32824)  0.10
H (-0.10065, 1.31289, 1.26968)  0.14
H (-1.92834, -0.10578, 1.45148)  0.08
H (-0.73666, -0.95405, 0.53046)  0.08
H (-2.09340, -0.28904, -0.31995)  0.09
H (-1.02604, 0.27488, -2.19507)  0.12
H (0.52045, 0.45674, -2.90127)  0.11
H (0.97829, -1.70841, -2.57282)  0.12
H (0.65796, -1.62016, -0.87829)  0.11
H (1.62109, 2.40053, -2.12373)  0.14
H (0.11641, 3.06303, -1.68612)  0.12
H (1.87565, 3.92146, 0.05981)  0.17
H (2.42537, 2.53293, 2.42408)  0.14
H (3.81097, 2.89453, 1.45727)  0.13
H (4.47049, 0.65154, 1.63809)  0.08
H (3.02929, 0.21576, 2.35817)  0.09
H (1.49322, 0.03295, 0.77165)  0.16
H (2.63427, 0.47830, -2.66256)  0.12
H (3.86784, -0.66405, -2.25175)  0.14
H (4.02829, 2.29574, -2.05183)  0.13
H (6.03562, 0.14406, -2.50873)  0.09
H (6.11654, 1.83180, -3.08090)  0.09
H (4.97047, 0.65072, -3.76849)  0.09
H (5.38679, 2.17995, -0.35605)  0.11
C (-3.43468, -3.64894, 1.54863)  0.07
C (-4.43771, -4.46255, 1.18998)  -0.24
C (-5.74254, -4.48816, 1.93589)  -0.31
O (-6.61088, -5.23859, 1.53938)  0.12
C (-5.89188, -3.61467, 3.09230)  0.08
C (-4.88739, -2.80641, 3.45030)  -0.24
C (-3.59477, -2.76404, 2.68917)  -0.31
O (-2.73205, -1.98604, 3.06362)  0.08
O (-4.95945, -1.98775, 4.49572)  0.12
O (-4.35623, -5.29319, 0.16261)  0.13
H (-2.49361, -3.62149, 1.01741)  0.13
H (-6.82750, -3.65147, 3.63186)  0.14
H (-4.10338, -1.51891, 4.53549)  0.12
H (-5.21464, -5.76211, 0.12019)  0.13

Record 7
ORCA calculation (ωB97M-V with the def2-TZVPD basis set) on the molecule C6H4O.

Values from the calculation:
ΔE to the lowest compared entry with this formula, charge and spin = 296.21 kJ/mol
Molar mass = 92.10 g mol⁻¹
E_tot = -306.098712 a.u.
Largest force on an atom = 0.6 eV/Å
HOMO level = -0.3024 hartree
Kohn-Sham gap = 8.580 eV

Each line ends with the Löwdin charge.
CARTESIAN COORDINATES (ANGSTROEM)
C (2.35188, -0.11127, 0.11354)  0.15
C (1.95879, -0.27016, -1.06488)  0.01
C (0.55877, -0.11632, -0.47668)  -0.42
C (-0.18872, 0.96276, -0.08945)  -0.03
C (-1.48578, 0.45315, 0.23699)  -0.06
C (-1.41900, -0.88669, 0.04503)  -0.11
O (-0.18156, -1.25404, -0.38092)  0.03
H (2.71833, 0.00580, 1.11592)  0.09
H (0.15004, 1.99007, -0.06982)  0.12
H (-2.34978, 1.01644, 0.56418)  0.10
H (-2.13392, -1.68960, 0.14663)  0.12